Entry 1:
Molecular formula: C3H11N3
Method: DFT, ωB97M-V/def2-TZVPD

XYZ file:
```
17
Properties=species:S:1:pos:R:3:forces:R:3
C -1.68755 0.81500 0.07148 -3.09 -1.34 1.99
C -3.83010 0.65766 1.04167 -0.73 -0.24 3.17
N -3.20057 0.63337 -0.06772 2.15 1.82 -3.60
H -1.49944 1.81832 0.61091 0.20 -1.35 -0.82
H -1.49242 -0.09836 0.76818 1.01 1.44 -0.90
H -1.34571 0.74056 -0.94345 0.99 -0.01 -0.25
H -4.41545 1.51150 1.44825 -0.58 -0.15 -0.46
H -3.27368 0.18583 1.87223 0.09 -0.16 0.85
N 1.69178 -1.46086 -1.20282 1.09 -1.85 0.09
C 1.91827 -0.57181 -0.04363 0.37 0.20 -3.45
N 3.40508 -0.25337 0.02607 -1.15 -0.79 -0.12
H 1.38150 -1.03569 -2.08802 0.73 -0.62 0.87
H 2.30592 -2.36597 -1.22336 -1.75 2.65 -0.29
H 1.44654 -1.09347 0.75041 0.42 -0.09 1.48
H 1.27603 0.29046 -0.31218 0.49 -0.10 0.66
H 3.75093 -0.50093 -0.91674 -0.22 0.54 0.87
H 3.56887 0.72777 0.20871 -0.02 0.03 -0.08
```
Positions in Å, forces in eV/Å.

Summary:
**HOMO (spin up / spin down)**: 0.07 / -1.77 eV
**Multiplicity**: 2
**Energy relative to the best compared isomer or geometry (same formula, charge and spin)**: 263.66 kJ/mol
**⟨S²⟩**: 0.7543
**Net charge**: -1
**E**: -285.00776 Ha

Mulliken atomic charge list, values in e, 6 entries: -0.723, -0.521, -0.636, 0.078, 0.092, 0.328


Entry 2:
Molecular formula: C24H72O24
Method: DFT, ωB97M-V/def2-TZVPD

XYZ file:
```
120
Properties=species:S:1:pos:R:3:forces:R:3
C -2.86811 5.10899 -6.75733 1.39 -0.12 -1.02
C -3.52842 4.38217 -5.60244 -0.88 -0.50 -1.36
O -2.69456 3.65903 -4.71938 0.06 0.90 -0.02
O -2.14914 4.10809 -7.60175 -1.03 0.50 1.39
H -2.17979 5.90480 -6.47282 0.47 -0.29 0.51
H -3.58592 5.68577 -7.34061 -0.55 -0.56 -0.16
H -4.18819 3.66119 -6.08511 -0.19 -0.26 -0.22
H -4.24715 5.05393 -5.13313 0.58 0.16 0.71
H -2.05202 3.25075 -5.30423 0.29 -0.26 0.03
H -1.75236 4.48282 -8.39154 -0.13 0.43 0.15
C 0.27015 -5.26535 -1.77701 -2.90 0.78 0.29
C 1.30401 -6.08350 -2.49073 -0.67 1.12 0.74
O 2.18743 -6.46435 -1.46424 1.34 -0.38 -0.57
O 0.60580 -3.89750 -1.44802 1.37 -0.52 -0.75
H -0.05600 -5.77457 -0.87013 0.36 -0.25 0.13
H -0.64513 -5.21223 -2.36654 -0.15 -0.01 -0.46
H 1.70273 -5.45234 -3.28494 0.68 -0.08 -0.04
H 0.87333 -6.95682 -2.98052 -0.11 -0.05 0.34
H 2.74355 -5.69056 -1.34768 0.37 -0.04 0.34
H 0.11408 -3.53713 -0.70644 -0.26 -0.49 0.06
C -0.67516 -0.52845 1.40021 1.14 3.16 0.38
C -1.03113 0.39833 0.21692 -0.54 -1.17 -0.07
O -0.37423 1.60002 0.45742 0.33 1.03 -0.22
O -1.28847 -1.68836 1.49926 -2.26 -4.95 -0.97
H -0.95164 -0.03076 2.32970 0.71 1.21 -0.12
H 0.39831 -0.71554 1.37263 0.29 0.36 0.06
H -2.10777 0.50347 0.08315 -0.39 0.20 0.55
H -0.72112 0.10529 -0.78614 0.26 -1.13 0.14
H -0.06523 1.81175 -0.42648 0.34 0.81 0.33
H -1.91315 -1.79778 2.21997 0.17 0.44 -0.16
C -6.14537 -6.13932 2.30454 0.27 0.43 -0.80
C -7.03221 -7.43228 2.19061 0.47 3.46 0.79
O -8.12429 -7.08996 1.36940 -0.20 -1.39 -1.01
O -6.78897 -5.03010 2.97182 0.14 -1.23 0.25
H -5.91953 -5.62803 1.36876 -0.38 -0.80 -0.70
H -5.12970 -6.35031 2.63920 -0.04 -0.15 0.98
H -7.41519 -7.57864 3.20057 0.17 -0.60 0.32
H -6.40137 -8.26597 1.88224 -0.62 -0.05 -0.52
H -8.50747 -6.24611 1.61977 0.32 0.11 0.35
H -6.99703 -5.34372 3.85496 -0.12 0.22 0.34
C 4.07593 6.99641 -0.39129 0.76 -0.50 1.13
C 5.57313 7.30940 -0.44285 -0.54 0.98 0.92
O 5.94931 8.60000 0.15282 -0.24 -1.46 -0.46
O 3.31147 8.01920 -0.94550 -0.49 0.35 -0.51
H 3.72733 6.83331 0.62850 0.41 0.23 0.49
H 3.90496 6.01135 -0.82551 0.09 -0.08 -0.73
H 5.91091 7.20297 -1.47372 0.25 0.24 -0.01
H 6.04922 6.57041 0.20158 0.24 -0.01 -0.26
H 5.44312 9.31752 -0.23519 -0.28 -0.17 -0.28
H 2.46178 7.93209 -0.50727 -0.24 0.42 -0.27
C 1.93079 4.22904 5.87127 -0.37 0.68 0.10
C 0.75961 4.24756 4.90101 1.05 0.99 -0.47
O 0.04970 5.48547 5.08106 -0.49 -0.61 0.07
O 1.46727 4.42209 7.23422 0.71 -1.36 -0.79
H 2.67412 5.00665 5.69559 -0.23 0.43 -0.47
H 2.49476 3.33210 5.61528 -0.16 -0.60 1.22
H 0.19158 3.31875 4.95358 -0.66 0.44 0.57
H 1.10499 4.27917 3.86766 0.48 -0.37 -0.08
H 0.37485 6.03838 4.36679 -0.24 0.25 0.13
H 0.92993 5.21761 7.23665 -0.09 0.14 -0.30
C 6.24596 1.36224 1.53835 -1.84 0.47 -1.26
C 4.84532 0.79612 1.91707 1.00 -1.27 -1.82
O 4.77323 0.45086 3.25077 -0.16 0.37 1.85
O 6.58881 2.43609 2.37717 -0.02 -0.61 0.41
H 6.04745 1.80649 0.56298 0.41 -0.11 -0.36
H 7.02851 0.61256 1.42133 0.01 -0.18 0.38
H 4.68172 -0.14159 1.38602 0.28 0.01 -0.75
H 4.04209 1.43123 1.54350 -0.01 0.58 0.58
H 4.48131 -0.45929 3.34029 0.06 0.11 0.07
H 6.32155 2.04503 3.21218 0.25 0.59 0.90
C 2.81191 2.33872 -6.19751 -1.08 -0.72 -0.92
C 2.11283 1.08072 -5.73202 -1.97 0.80 -1.23
O 2.08389 0.96803 -4.35679 0.76 -0.88 1.38
O 4.18582 2.31254 -6.03648 1.05 0.09 -0.17
H 2.38244 3.26234 -5.80949 -0.15 -0.17 0.81
H 2.50403 2.40682 -7.24090 0.66 -0.03 -0.57
H 2.31546 0.12329 -6.21199 1.30 0.12 -0.19
H 1.07877 1.13697 -6.07211 -0.47 0.66 -0.06
H 2.52619 0.12909 -4.20800 -0.11 0.03 0.85
H 4.41464 1.65621 -5.37432 -0.01 0.09 0.13
C -1.80561 8.08739 -1.80603 1.26 -0.13 2.49
C -1.51118 7.09450 -0.63824 -1.00 0.30 0.33
O -1.15572 7.68141 0.66803 0.66 -0.26 -1.62
O -2.95154 8.85048 -1.56067 -1.10 0.02 -0.74
H -1.88815 7.54610 -2.74852 -0.26 0.09 0.12
H -0.91125 8.71046 -1.80287 0.13 0.33 -0.55
H -0.70376 6.43916 -0.96489 0.23 0.12 0.42
H -2.39615 6.47769 -0.48174 -0.07 -0.14 -0.06
H -1.88887 8.08829 1.13553 -0.37 -0.21 -0.41
H -2.92401 9.40119 -0.77482 0.57 -0.15 0.01
C -1.76576 -7.13859 5.83397 -1.01 -1.18 1.25
C -1.94243 -8.65656 5.91990 -0.19 -0.93 1.20
O -2.18498 -9.06206 7.34217 0.10 0.99 -1.60
O -0.85277 -6.77922 6.84163 1.34 0.83 -0.75
H -2.65971 -6.54978 6.03951 -0.57 -0.38 -0.30
H -1.48048 -6.93653 4.80154 0.75 0.40 0.28
H -1.01652 -9.13213 5.59644 0.30 0.16 0.14
H -2.70165 -9.10022 5.27580 -0.42 0.42 0.03
H -2.39838 -9.99776 7.36521 0.04 -0.02 -0.13
H -1.12249 -7.13485 7.69156 -0.34 -0.29 -0.14
C -5.60013 -1.68713 -2.97976 2.40 -0.90 0.30
C -5.63546 -3.22495 -3.22163 0.44 2.03 -1.44
O -6.29190 -3.49578 -4.47223 -0.97 -0.98 0.90
O -4.40989 -1.20304 -3.70013 -0.97 -0.77 -0.59
H -5.31969 -1.52853 -1.93847 -0.68 0.11 0.29
H -6.57381 -1.27274 -3.24116 0.25 0.37 -0.19
H -6.10410 -3.65830 -2.33808 -0.55 -0.46 -0.61
H -4.62326 -3.61280 -3.33622 0.19 0.16 0.52
H -6.06370 -2.90566 -5.19423 0.53 0.31 0.46
H -4.20775 -0.26550 -3.65811 -0.63 0.13 0.36
C 4.37703 -4.95661 2.05345 1.74 -0.20 0.65
C 5.54216 -4.65699 1.02072 -1.47 0.70 0.04
O 4.97566 -3.90345 -0.07678 -0.04 -0.73 0.23
O 4.48147 -4.14354 3.24579 -0.13 -0.66 -0.72
H 4.44997 -6.01205 2.31580 0.13 -0.12 0.26
H 3.34987 -4.89783 1.69345 0.12 0.59 -0.58
H 6.00927 -5.58884 0.70205 -0.20 -0.03 -0.37
H 6.32746 -4.00023 1.39501 -0.09 -0.28 0.76
H 4.07072 -3.81926 0.23238 -0.20 0.45 -0.65
H 4.98725 -4.69639 3.84592 0.04 0.32 0.34
```
Positions in Å, forces in eV/Å.

Summary:
**HOMO**: -10.00 eV
**SMILES string**: OCCO.OCCO.OCCO.OCCO.OCCO.OCCO.OCCO.OCCO.OCCO.OCCO.OCCO.OCCO
**Energy relative to the best compared isomer or geometry (same formula, charge and spin)**: 713.51 kJ/mol
**E**: -2762.95840 Ha

Mulliken atomic charge list, values in e, 6 entries: -0.414, -0.452, -0.472, -0.537, 0.296, 0.343


Entry 3:
Molecular formula: C3H4ClFO
Method: DFT, ωB97M-V/def2-TZVPD

XYZ file:
```
10
Properties=species:S:1:pos:R:3:forces:R:3
C 0.59677 0.74154 -0.21504 0.81 0.11 -3.03
C 0.07660 -0.65508 -0.35631 -0.30 -0.48 1.98
C -0.76485 0.41636 0.22582 -1.24 1.09 -1.49
O 0.53732 -1.71326 0.38960 1.19 1.34 4.13
F -1.00347 0.45968 1.52893 -0.24 -0.24 0.80
Cl -2.18640 1.11126 -0.75840 1.20 -0.66 0.98
H 1.43841 0.90644 0.44116 -0.17 0.31 0.17
H 0.67354 1.03472 -1.30333 0.17 0.76 1.70
H -0.18038 -1.00816 -1.28815 -0.48 -0.43 -2.07
H 0.81246 -1.29351 1.33572 -0.93 -1.80 -3.18
```
Positions in Å, forces in eV/Å.

Summary:
**HOMO**: -9.88 eV
**SMILES string**: O[C@@H]1C[C@@]1(F)Cl
**Energy relative to the best compared isomer or geometry (same formula, charge and spin)**: 149.03 kJ/mol
**E**: -751.93420 Ha

Mulliken atomic charge list, values in e, 6 entries: -0.607, -0.321, 0.641, -0.548, -0.240, -0.220